1.
{"formula": "C20H36N3O9S4", "method": "ωB97M-V/def2-TZVPD", "symbols": ["N", "C", "O", "C", "C", "N", "C", "N", "H", "H", "H", "H", "C", "C", "C", "S", "O", "O", "C", "H", "H", "H", "H", "H", "H", "H", "H", "C", "C", "C", "S", "O", "O", "C", "H", "H", "H", "H", "H", "H", "H", "H", "C", "C", "C", "S", "O", "O", "C", "H", "H", "H", "H", "H", "H", "H", "H", "C", "C", "C", "S", "O", "O", "C", "H", "H", "H", "H", "H", "H", "H", "H"], "xyz": [[-1.02664, 0.14446, 0.47687], [-1.74174, -0.42581, -0.22142], [-2.60037, -0.82011, -1.14307], [-3.84442, -0.37936, -0.73871], [-4.19730, 0.92593, -0.70091], [-5.48423, 0.92017, -0.20493], [-5.87025, -0.31768, 0.03367], [-4.87599, -1.15170, -0.28302], [-3.60900, 1.78962, -0.95901], [-6.02714, 1.76146, -0.03895], [-6.80822, -0.65002, 0.44735], [-4.82395, -2.16076, -0.21854], [-4.69060, -4.46496, -5.04518], [-5.89116, -3.77408, -4.38734], [-5.72115, -3.91227, -2.86890], [-3.94711, -4.02599, -2.57239], [-3.64917, -5.32354, -2.03528], [-3.47760, -2.81335, -1.90424], [-3.45853, -3.97706, -4.28909], [-4.62269, -4.23216, -6.10578], [-4.78512, -5.54771, -4.94254], [-5.89959, -2.71758, -4.66335], [-6.83535, -4.20436, -4.71564], [-6.12165, -3.05108, -2.33655], [-6.17723, -4.82574, -2.49153], [-2.58239, -4.60493, -4.43341], [-3.22378, -2.94206, -4.53858], [3.19131, 0.85039, 2.04158], [2.20948, 0.08299, 1.14794], [2.51428, 0.46719, -0.30397], [4.26030, 0.90227, -0.34983], [4.37469, 2.30465, -0.67303], [4.98196, -0.10027, -1.09345], [4.56050, 0.68095, 1.39800], [3.18553, 0.47758, 3.06430], [2.91831, 1.90906, 2.06447], [2.35920, -0.99030, 1.28509], [1.17622, 0.30370, 1.40000], [2.33615, -0.35545, -0.99258], [1.94509, 1.34118, -0.61735], [5.29208, 1.41144, 1.73619], [4.93845, -0.32092, 1.54075], [-2.84089, 6.60286, 0.13303], [-1.69692, 5.70410, -0.35312], [-2.31545, 4.37332, -0.79901], [-3.99489, 4.75600, -1.32436], [-4.92004, 4.08730, -0.42242], [-4.09908, 4.59322, -2.75041], [-3.93454, 6.49536, -0.92718], [-2.51615, 7.63286, 0.26536], [-3.21524, 6.24128, 1.09327], [-1.19815, 6.17801, -1.19991], [-0.94772, 5.54665, 0.42040], [-1.77410, 3.93230, -1.63354], [-2.37455, 3.66163, 0.02494], [-4.91098, 6.82391, -0.57805], [-3.66014, 7.02942, -1.83592], [8.94494, -1.85774, 4.33279], [8.55737, -2.89622, 3.27194], [7.08270, -3.25352, 3.49721], [6.32541, -1.80530, 4.24416], [5.90502, -2.13561, 5.58044], [5.41423, -1.19592, 3.29981], [7.82038, -0.82731, 4.33671], [9.90649, -1.39613, 4.11490], [9.01459, -2.33672, 5.31171], [8.68401, -2.46465, 2.27712], [9.18691, -3.78280, 3.32571], [6.56956, -3.48094, 2.56605], [6.96971, -4.08164, 4.19418], [7.79650, -0.21170, 5.23289], [7.85910, -0.19658, 3.44842]], "e_tot_ev": -87553.4745, "multiplicity": 1, "gap_ev": 8.3, "total_charge": 1}

---

2.
{"formula": "C20H36O5Zn", "method": "ωB97M-V/def2-TZVPD", "symbols": ["C", "C", "C", "C", "O", "C", "O", "C", "O", "O", "C", "C", "C", "C", "C", "C", "C", "C", "C", "C", "C", "C", "C", "O", "C", "H", "H", "H", "H", "H", "H", "H", "H", "H", "H", "H", "H", "H", "H", "H", "H", "H", "H", "H", "H", "H", "H", "H", "H", "H", "H", "H", "H", "H", "H", "H", "H", "H", "H", "H", "H", "Zn"], "xyz": [[6.58908, -1.09555, 2.22800], [5.77904, -0.35611, 1.45379], [5.65980, -0.55752, -0.03624], [6.99597, -0.74521, -0.77203], [6.90278, -1.70554, -1.77576], [7.47720, -2.96348, -1.45105], [4.96596, -1.89806, -0.16630], [3.67082, -1.67026, 0.00263], [2.85260, -2.38480, 0.50821], [3.37531, -0.43739, -0.53869], [4.60745, 0.25784, -0.76831], [4.44607, 1.75712, -0.43735], [3.18945, 2.00188, 0.37628], [1.94134, 1.90727, -0.47048], [0.73481, 2.80350, -0.19453], [-0.33311, 2.19023, 0.74179], [-1.49671, 1.47464, 0.05429], [-2.67716, 1.19912, 1.00545], [-4.03718, 1.23512, 0.28029], [-5.00032, 0.24626, 0.91426], [-6.46090, 0.40778, 0.46616], [-6.89308, -0.58264, -0.62749], [-8.35802, -1.03513, -0.46752], [-8.39002, -2.31772, 0.10510], [-9.29275, -3.23627, -0.48001], [7.06005, -0.70576, 3.11751], [6.83183, -2.11803, 1.96525], [5.19543, 0.42052, 1.93783], [7.79552, -0.97715, -0.07592], [7.26022, 0.20315, -1.24751], [8.52537, -3.00930, -1.73520], [7.36141, -3.20907, -0.39837], [6.94183, -3.71546, -2.01982], [4.89394, 0.21164, -1.81880], [5.32355, 2.16398, 0.05637], [4.38210, 2.27378, -1.39180], [3.12571, 1.32719, 1.22486], [3.22405, 3.00764, 0.79333], [2.23692, 2.06202, -1.50809], [1.68237, 0.78080, -0.37223], [1.08754, 3.72505, 0.25121], [0.25999, 3.03877, -1.14433], [-0.80178, 3.02563, 1.25289], [0.09952, 1.57025, 1.52596], [-1.21469, 0.41761, -0.33714], [-1.85979, 2.05439, -0.78994], [-2.55249, 0.26801, 1.54968], [-2.64253, 2.01178, 1.72777], [-3.86066, 0.95277, -0.75877], [-4.40692, 2.25469, 0.31639], [-4.70074, -0.78053, 0.71452], [-4.95617, 0.35747, 1.99703], [-6.67592, 1.42906, 0.16311], [-7.07977, 0.18280, 1.33076], [-6.77809, -0.16520, -1.62405], [-6.28635, -1.47669, -0.52046], [-8.83022, -1.01297, -1.44797], [-8.90720, -0.33613, 0.16621], [-8.76277, -3.98708, -1.06372], [-10.05800, -2.73985, -1.06705], [-9.79615, -3.76783, 0.32535], [0.63449, -0.23307, -1.04536]], "e_tot_ev": -79956.1749, "multiplicity": 1, "gap_ev": 1.6, "total_charge": 2}

---

3.
{"formula": "C20H37FN2O4S2", "method": "ωB97M-V/def2-TZVPD", "symbols": ["C", "C", "O", "N", "C", "C", "C", "C", "C", "C", "O", "C", "C", "C", "C", "S", "C", "S", "N", "C", "C", "O", "C", "C", "O", "C", "C", "C", "F", "H", "H", "H", "H", "H", "H", "H", "H", "H", "H", "H", "H", "H", "H", "H", "H", "H", "H", "H", "H", "H", "H", "H", "H", "H", "H", "H", "H", "H", "H", "H", "H", "H", "H", "H", "H", "H"], "xyz": [[0.12045, -5.50720, 0.56004], [-1.26524, -4.81737, 0.12239], [-1.45339, -4.73455, -1.12176], [-2.27874, -4.34717, 1.06197], [-2.33603, -2.83741, 1.12300], [-3.76130, -2.41263, 0.49858], [-3.70867, -0.96402, -0.18123], [-4.14131, 0.23043, 0.82337], [-3.84449, 1.64874, 0.10848], [-3.39908, 2.79219, 1.15094], [-2.42114, 2.34200, 2.10695], [-1.13985, 2.09529, 1.49738], [-0.13499, 1.41540, 2.57122], [1.24025, 1.16215, 1.78681], [2.52188, 1.86042, 2.47637], [3.74246, 2.58629, 1.29021], [4.54750, 1.22418, 0.29576], [3.61618, -0.03039, -0.35253], [5.99970, 1.36797, 0.11211], [6.76205, 0.14908, 0.50621], [7.92733, -0.26598, -0.51426], [7.50157, -0.45407, -1.87841], [6.46941, 0.48109, -2.27533], [6.28823, 1.73697, -1.30956], [-5.00917, 2.01753, -0.66369], [-4.67784, 2.34349, -2.03270], [-4.92830, 1.10042, -3.03783], [-3.57831, 0.29984, -3.37754], [-5.40568, 1.62085, -4.31356], [0.56863, -4.99913, 1.48086], [-0.02735, -6.61440, 0.82314], [0.88310, -5.47331, -0.29033], [-2.02599, -4.69342, 2.00693], [-2.30761, -2.56912, 2.23396], [-1.45302, -2.34217, 0.59649], [-4.61448, -2.46068, 1.25950], [-3.99539, -3.17045, -0.31448], [-2.64596, -0.71129, -0.51835], [-4.44393, -0.97203, -1.05200], [-5.27517, 0.22359, 1.01737], [-3.62037, 0.12181, 1.83350], [-2.95062, 1.46338, -0.58731], [-3.06618, 3.74854, 0.59926], [-4.34034, 3.07686, 1.74160], [-0.66947, 3.03278, 1.02462], [-1.19712, 1.32849, 0.63569], [-0.02594, 2.02680, 3.52158], [-0.59134, 0.39471, 2.80088], [1.20394, 1.54732, 0.70426], [1.43798, 0.03431, 1.78170], [2.10106, 2.74920, 3.07837], [2.99498, 1.17275, 3.26732], [7.29040, 0.39968, 1.50044], [6.12892, -0.77142, 0.71151], [8.84373, 0.42785, -0.41538], [8.30462, -1.29286, -0.15452], [5.52257, -0.11726, -2.46479], [6.79082, 0.90415, -3.29965], [7.14082, 2.49903, -1.36580], [5.35557, 2.29779, -1.68819], [-3.63402, 2.80143, -2.16107], [-5.41180, 3.16658, -2.36283], [-5.76470, 0.43909, -2.63937], [-3.81422, -0.82085, -3.34967], [-2.76676, 0.46035, -2.58364], [-3.17885, 0.58837, -4.40499]], "e_tot_ev": -56891.7882, "multiplicity": 1, "smiles": "CC(=O)NCCCC[C@H](COCCCCSC(=S)N1CCOCC1)OC[C@H](C)F", "gap_ev": 7.9}